Entry 1:
12 unconnected molecules or ions with the total composition C46H93F6N2O33PS4, computed with the ωB97M-V functional and the def2-TZVPD basis.

```
185
Properties=species:S:1:pos:R:3:mulliken_charge:R:1
C -1.514 1.388 -6.566 -1.5310
C -0.607 0.277 -6.161 -0.1313
C -1.108 -1.193 -6.501 -0.5135
N -0.177 -2.393 -6.117 0.0397
C 0.191 -2.511 -4.614 -0.8704
C -1.034 -2.955 -3.723 -0.8325
C -1.717 -4.271 -4.237 -0.6424
C -2.055 -4.077 -5.712 -0.4977
C -0.791 -3.728 -6.545 -0.6239
C 1.146 -2.245 -6.835 -1.1493
H -1.021 2.358 -6.502 0.3784
H -2.422 1.317 -5.968 0.3738
H -1.802 1.204 -7.601 0.3634
H -0.349 0.385 -5.107 0.2778
H 0.224 0.471 -6.838 0.2838
H -1.382 -1.214 -7.555 0.3581
H -1.993 -1.431 -5.911 0.3002
H 0.689 -1.566 -4.395 0.6969
H 0.984 -3.260 -4.618 0.3407
H -1.679 -2.081 -3.639 0.3205
H -0.700 -3.022 -2.687 0.4944
H -2.640 -4.321 -3.659 0.3554
H -1.226 -5.230 -4.071 0.3449
H -2.834 -3.316 -5.664 0.2547
H -2.525 -5.003 -6.044 0.3947
H -1.066 -3.661 -7.598 0.4092
H 0.030 -4.442 -6.487 0.5043
H 1.064 -2.321 -7.919 0.3811
H 1.845 -3.028 -6.538 0.5329
H 1.649 -1.297 -6.645 0.3811
C 3.793 -0.807 -0.270 0.6112
F 3.418 -1.619 -1.237 -0.2149
F 4.735 -1.383 0.476 -0.2064
F 4.312 0.291 -0.714 -0.2097
S 2.257 -0.426 0.815 0.9661
O 1.669 -1.676 1.201 -0.5861
O 2.804 0.311 1.960 -0.6375
N 1.243 0.510 -0.235 -0.3391
S 0.461 1.446 0.770 0.9516
O -0.252 0.679 1.802 -0.6360
O 1.170 2.583 1.247 -0.5953
C -1.022 2.205 -0.322 0.5256
F -0.495 2.809 -1.379 -0.1998
F -1.851 1.191 -0.682 -0.2147
F -1.739 3.124 0.391 -0.2133
C 3.740 -6.910 3.082 -0.6144
C 2.555 -7.526 3.877 -0.6156
C 1.305 -7.477 3.003 -0.7113
S 2.011 -7.988 1.363 1.0634
O 1.352 -7.245 0.262 -0.6470
O 1.949 -9.424 1.296 -0.6325
C 3.735 -7.366 1.610 -0.5525
H 4.732 -7.113 3.486 0.3258
H 3.543 -5.838 3.082 0.3020
H 2.380 -7.119 4.873 0.3488
H 2.883 -8.563 3.949 0.2998
H 0.946 -6.481 2.741 0.3387
H 0.427 -8.093 3.198 0.4118
H 3.887 -6.531 0.927 0.3282
H 4.425 -8.131 1.255 0.3566
C 3.598 5.496 -3.091 -0.7925
C 4.745 5.262 -2.052 -0.5374
C 5.996 4.806 -2.826 -0.6109
S 5.392 4.020 -4.369 1.0787
O 5.714 2.584 -4.454 -0.6419
O 5.692 4.822 -5.528 -0.6484
C 3.600 4.259 -4.084 -0.6568
H 3.726 6.385 -3.709 0.3621
H 2.661 5.585 -2.542 0.3776
H 4.400 4.413 -1.462 0.2492
H 4.819 6.180 -1.469 0.3326
H 6.552 4.141 -2.165 0.3866
H 6.744 5.590 -2.941 0.3706
H 3.171 3.484 -3.450 0.3557
H 3.026 4.435 -4.994 0.3763
C -7.993 -4.964 2.004 -0.6657
O -6.846 -4.543 2.647 -0.2936
C -5.735 -4.519 1.987 0.8768
O -5.557 -4.580 0.743 -0.6483
O -4.918 -4.154 2.878 -0.2778
C -3.603 -3.720 2.581 -0.6728
H -8.803 -4.356 2.408 0.2204
H -8.255 -5.999 2.223 0.2619
H -7.952 -4.840 0.922 0.3402
H -3.486 -2.654 2.383 0.3068
H -3.191 -4.387 1.824 0.3246
H -3.048 -3.924 3.496 0.2270
C 5.647 -6.612 -8.927 -0.6539
O 5.559 -5.627 -7.985 -0.2909
C 6.618 -4.832 -7.782 0.7430
O 7.681 -4.914 -8.355 -0.5484
O 6.277 -4.013 -6.808 -0.2515
C 7.173 -3.053 -6.252 -0.6972
H 6.629 -7.055 -8.763 0.3150
H 5.673 -6.187 -9.930 0.2855
H 4.865 -7.357 -8.779 0.2120
H 7.477 -2.230 -6.899 0.3034
H 8.151 -3.442 -5.973 0.3000
H 6.794 -2.646 -5.315 0.2834
C -5.704 13.734 -1.200 -0.6365
O -5.309 12.549 -1.815 -0.2871
C -5.135 11.500 -0.993 0.8150
O -5.347 11.456 0.246 -0.5945
O -4.765 10.435 -1.684 -0.3139
C -4.356 9.211 -1.114 -0.6433
H -5.662 14.597 -1.864 0.2411
H -5.126 14.014 -0.319 0.2951
H -6.749 13.632 -0.907 0.2872
H -3.268 9.148 -1.125 0.2626
H -4.843 8.409 -1.668 0.2438
H -4.657 9.042 -0.080 0.3305
C 9.954 -5.050 -1.427 -0.5977
O 9.890 -3.895 -0.610 -0.2953
C 10.386 -2.752 -0.943 0.7647
O 10.873 -2.517 -2.020 -0.5588
O 10.128 -1.974 0.103 -0.2150
C 10.556 -0.687 -0.030 -0.7115
H 9.507 -5.902 -0.915 0.2042
H 10.991 -5.268 -1.680 0.2958
H 9.361 -4.798 -2.306 0.2558
H 10.196 -0.181 -0.926 0.2950
H 11.645 -0.677 0.024 0.3062
H 10.127 0.032 0.669 0.2568
C 8.240 -0.846 5.874 -0.6281
O 9.302 -1.678 5.400 -0.3126
C 9.127 -2.994 5.204 0.8079
O 8.109 -3.628 5.475 -0.5884
O 10.321 -3.457 4.959 -0.2932
C 10.497 -4.894 4.761 -0.6096
H 8.722 0.124 5.998 0.2267
H 7.692 -1.191 6.751 0.2878
H 7.584 -0.757 5.008 0.3037
H 10.019 -5.491 5.538 0.3013
H 11.544 -5.197 4.733 0.2335
H 9.976 -5.098 3.826 0.2711
C -7.607 -1.232 -3.397 -0.6506
O -8.815 -1.008 -4.159 -0.3049
C -10.014 -1.207 -3.633 0.8009
O -10.253 -1.598 -2.516 -0.5651
O -10.941 -0.640 -4.400 -0.3098
C -12.269 -0.632 -4.018 -0.6990
H -7.486 -0.478 -2.620 0.3078
H -6.735 -0.917 -3.969 0.2373
H -7.471 -2.264 -3.075 0.2943
H -12.915 -0.239 -4.803 0.2688
H -12.416 0.087 -3.213 0.3041
H -12.690 -1.479 -3.477 0.3160
C 1.115 10.064 8.196 -0.6097
O 0.853 9.081 7.239 -0.3170
C 0.014 8.033 7.391 0.7707
O -0.627 7.912 8.436 -0.5655
O -0.017 7.303 6.255 -0.2643
C -0.782 6.106 6.297 -0.6649
H 1.896 10.762 7.897 0.2284
H 1.537 9.637 9.106 0.2864
H 0.155 10.501 8.471 0.2846
H -0.323 5.317 6.892 0.2935
H -0.749 5.605 5.330 0.2685
H -1.811 6.303 6.598 0.2889
C -7.383 4.809 7.767 -1.2281
C -6.681 3.695 7.037 0.1452
O -7.085 2.492 7.644 -0.3128
P -7.160 1.147 6.787 0.7430
O -7.493 -0.079 7.637 -0.7398
O -8.263 1.583 5.661 -0.2946
C -8.417 0.902 4.477 -0.2890
C -8.180 1.732 3.246 -1.1426
O -5.737 1.083 5.881 -0.1671
C -4.759 0.190 6.231 -0.3562
C -3.942 0.652 7.467 -1.0672
H -7.555 4.512 8.801 0.3035
H -6.820 5.742 7.789 0.3732
H -8.250 5.142 7.197 0.2750
H -6.825 3.632 5.959 0.2814
H -5.605 3.858 7.099 0.1653
H -7.882 -0.048 4.485 0.3312
H -9.422 0.484 4.420 0.3836
H -8.220 1.098 2.361 0.3464
H -8.706 2.680 3.132 0.3132
H -7.156 2.099 3.309 0.2865
H -5.186 -0.803 6.373 0.3618
H -4.058 0.019 5.414 0.3424
H -3.194 -0.068 7.798 0.3951
H -3.484 1.631 7.333 0.2455
H -4.558 0.725 8.364 0.3065
```

Computed properties:
- frontier orbital gap (eV) = 7.61
- HOMO (eV) = -8.354
- largest force on an atom (eV Å⁻¹) = 5.2
- E (Eh) = -6934.051224

---

Entry 2:
17 unconnected molecules or ions with the total composition C16H66O25, computed with the ωB97M-V functional and the def2-TZVPD basis.

```
107
Properties=species:S:1:pos:R:3:mulliken_charge:R:1
C 0.898 -0.075 0.603 0.6267
C -0.258 -0.899 -0.013 0.1808
O 0.105 -2.224 -0.386 -0.8743
O 1.364 -0.649 1.819 -0.4677
H 0.491 0.947 0.764 -0.5172
H 1.672 0.082 -0.107 0.2909
H -0.641 -0.486 -0.953 -0.1654
H -1.134 -0.928 0.604 0.1839
H 0.360 -2.757 0.400 0.4156
H 0.688 -0.585 2.515 0.3546
C -4.775 -0.705 -1.107 0.4157
C -5.551 0.033 -2.164 -0.6990
O -5.192 1.436 -2.211 -0.4996
O -4.930 -2.084 -1.342 -0.5675
H -5.207 -0.396 -0.155 0.2654
H -3.718 -0.380 -1.133 -0.1599
H -6.592 -0.077 -1.975 0.4327
H -5.269 -0.361 -3.115 0.1762
H -6.026 1.943 -2.302 0.2862
H -4.025 -2.270 -1.144 0.4150
C -3.282 -4.604 1.495 -0.3763
C -2.932 -3.277 2.071 0.4973
O -1.977 -3.395 3.097 -0.6099
O -3.532 -5.456 2.636 -0.5992
H -2.470 -5.025 0.891 0.1888
H -4.282 -4.496 1.019 0.3553
H -3.851 -2.782 2.397 0.3429
H -2.524 -2.572 1.342 -0.4879
H -2.241 -4.103 3.707 0.2942
H -4.502 -5.603 2.701 0.3366
C -0.405 2.760 4.075 -1.1820
C 0.876 2.275 3.408 0.5670
O 1.760 3.327 3.101 -0.6211
O -1.491 1.841 3.874 -0.5759
H -0.680 3.751 3.762 0.4945
H -0.246 2.810 5.168 0.3612
H 0.617 1.670 2.506 -0.3745
H 1.417 1.525 3.970 0.6283
H 2.624 2.961 3.122 0.3594
H -1.890 1.930 2.978 0.3716
C 4.269 0.876 1.638 0.1686
C 5.075 0.560 0.401 -0.1896
O 6.346 1.122 0.510 -0.5880
O 4.150 2.290 1.883 -0.5338
H 4.840 0.438 2.420 0.5699
H 3.263 0.457 1.541 -0.3416
H 4.557 0.964 -0.487 -0.1506
H 5.131 -0.504 0.289 0.4861
H 7.072 0.568 0.815 0.3628
H 5.089 2.604 1.836 0.3238
C 3.080 4.973 -0.243 -0.5490
C 3.163 3.764 -1.092 -0.7860
O 2.528 2.622 -0.560 0.9029
O 1.762 5.609 -0.297 -0.5022
H 3.841 5.615 -0.666 0.4249
H 3.340 4.710 0.802 0.3130
H 4.169 3.444 -1.340 0.4588
H 2.672 3.833 -2.079 0.4221
H 2.764 2.585 0.400 -0.3955
H 1.859 6.409 0.266 0.3021
C -2.379 -0.724 -4.481 -0.4637
C -2.651 -2.206 -4.691 -0.5166
O -1.527 -2.969 -5.144 -0.5871
O -1.792 -0.673 -3.166 0.0540
H -3.303 -0.146 -4.552 0.3384
H -1.718 -0.289 -5.227 0.3546
H -3.338 -2.289 -5.542 0.3742
H -3.071 -2.730 -3.801 0.3103
H -0.930 -3.124 -4.405 0.3339
H -1.562 0.266 -2.974 0.0686
C -1.907 3.772 1.182 -0.1245
C -1.405 4.229 -0.149 -0.3512
O -0.479 3.326 -0.687 -0.3070
O -2.621 2.580 1.208 -0.5046
H -2.469 4.634 1.637 0.3531
H -1.073 3.677 1.861 -0.2056
H -0.932 5.180 0.046 0.2566
H -2.147 4.256 -0.948 0.3104
H 0.450 3.602 -0.627 -0.1268
H -3.549 2.730 0.869 0.2859
O 0.510 -3.897 1.709 -0.6109
H 1.506 -4.013 1.826 0.2297
H 0.084 -3.636 2.536 0.2745
O -0.845 -0.805 3.214 -0.4203
H -1.211 -0.158 3.842 0.2699
H -1.331 -1.644 3.339 0.2074
O -2.204 -3.110 -1.329 -0.7534
H -2.275 -2.490 -2.071 0.0106
H -1.367 -2.916 -0.872 0.4544
O 1.890 0.842 -2.930 -0.7055
H 1.009 1.001 -3.290 0.3584
H 2.047 1.448 -2.186 0.0732
O 3.264 -5.282 0.396 -0.6579
H 3.407 -4.338 0.586 0.4133
H 3.711 -5.402 -0.435 0.2984
O 5.218 -3.088 -1.568 -0.6287
H 4.268 -2.861 -1.666 0.3667
H 5.449 -3.600 -2.337 0.3059
O 3.342 -2.288 0.946 -0.7005
H 3.159 -1.917 0.068 0.3078
H 2.621 -1.965 1.507 0.3934
O 2.604 -2.238 -1.678 -0.5966
H 2.432 -1.458 -2.235 0.2256
H 1.737 -2.426 -1.285 0.2524
O -1.009 1.995 -2.801 -0.4834
H -1.016 2.515 -3.607 0.1935
H -0.813 2.586 -2.038 0.3071
```

Computed properties:
- frontier orbital gap (eV) = 10.13
- HOMO (eV) = -9.939
- energy above the lowest of the compared OMol25 structures with the same formula, charge and spin (kJ/mol) = 17.0
- largest force on an atom (eV Å⁻¹) = 2.6
- E (Eh) = -2530.122314

---

Entry 3:
A molecular structure, C44H44ClN3O6PRb, computed with the ωB97M-V functional and the def2-TZVPD basis.

```
100
Properties=species:S:1:pos:R:3:mulliken_charge:R:1
Rb 1.392 -1.237 0.161 1.1560
C -1.820 4.945 -1.830 -1.9010
C -1.099 4.414 -0.580 1.2752
C -0.972 5.540 0.466 -1.8092
O -1.839 3.338 -0.074 -0.2013
C -0.937 2.297 0.314 -1.1741
C 0.334 2.584 -0.495 -0.6908
O 0.176 3.942 -0.924 -0.3654
C 1.704 2.333 0.247 2.9810
O 2.047 1.048 0.173 -0.8970
C 2.868 3.014 -0.479 -0.2024
C 4.115 3.037 0.157 -0.4865
C 5.271 3.342 -0.532 -0.8598
C 5.227 3.649 -1.885 -0.4073
C 4.002 3.636 -2.528 -0.9930
C 2.844 3.326 -1.838 -0.2790
C 1.611 2.861 1.681 -0.9906
C 1.414 1.961 2.722 -0.1950
C 1.402 2.390 4.036 -0.7011
C 1.592 3.732 4.330 -0.4839
C 1.771 4.641 3.298 -0.9176
C 1.781 4.206 1.983 -0.0299
C -1.671 0.883 0.175 2.8873
O -0.878 -0.169 -0.018 -0.5130
C -2.654 0.871 -1.006 0.3242
C -2.188 1.106 -2.300 -0.6160
C -2.978 0.880 -3.410 -0.8020
C -4.264 0.383 -3.265 -0.7756
C -4.739 0.117 -1.993 -0.6222
C -3.947 0.357 -0.883 -0.5349
C -2.468 0.828 1.494 -0.5695
C -2.187 -0.178 2.403 -0.3873
C -2.869 -0.258 3.604 -0.9739
C -3.846 0.674 3.909 -0.5496
C -4.121 1.697 3.013 -0.9829
C -3.434 1.776 1.817 -0.0658
H -2.829 5.250 -1.561 0.3486
H -1.880 4.147 -2.565 0.4079
H -1.270 5.787 -2.242 0.4042
H -1.957 5.947 0.681 0.4003
H -0.321 6.322 0.083 0.3644
H -0.538 5.139 1.376 0.3554
H -0.700 2.416 1.381 0.7678
H 0.384 1.920 -1.364 0.8173
H 4.176 2.779 1.205 0.3633
H 6.227 3.327 -0.020 0.3589
H 6.135 3.885 -2.429 0.3672
H 3.950 3.859 -3.588 0.3621
H 1.905 3.330 -2.366 0.2839
H 1.278 0.917 2.464 0.2520
H 1.252 1.674 4.836 0.4130
H 1.600 4.069 5.360 0.3590
H 1.909 5.693 3.523 0.3716
H 1.936 4.903 1.172 0.5999
H -1.175 1.451 -2.434 0.3733
H -2.590 1.089 -4.401 0.3927
H -4.880 0.189 -4.135 0.3398
H -5.738 -0.288 -1.864 0.4043
H -4.352 0.144 0.098 0.3183
H -1.422 -0.894 2.127 0.4635
H -2.646 -1.057 4.301 0.4483
H -4.395 0.607 4.842 0.3633
H -4.882 2.430 3.252 0.3897
H -3.632 2.573 1.117 0.5297
Cl 8.370 -5.806 0.061 -0.3045
C 6.964 -4.766 0.133 0.3520
C 7.154 -3.374 0.146 -0.4740
C 6.073 -2.557 0.228 -0.6030
C 4.713 -3.047 0.308 -0.4330
O 3.752 -2.277 0.435 -0.4865
C 4.575 -4.492 0.235 1.0365
C 3.285 -5.102 0.210 -0.2914
O 2.186 -4.567 0.208 -0.5118
C 5.712 -5.310 0.168 -0.7285
H 8.160 -2.975 0.090 0.3806
H 6.192 -1.482 0.237 0.4936
H 3.329 -6.222 0.175 0.1663
H 5.577 -6.383 0.138 0.3296
C -4.003 -4.148 -1.067 -0.9542
N -3.087 -3.438 -1.933 0.3254
C -2.339 -4.393 -2.722 -1.0705
N -1.650 -5.404 -1.933 0.1355
C -2.621 -6.059 -1.079 -0.9219
N -3.365 -5.149 -0.221 0.1282
C -2.493 -4.516 0.761 -1.2124
P -1.100 -3.458 0.044 0.2553
C -2.201 -2.574 -1.170 -0.6694
C -0.575 -4.808 -1.150 -0.7761
H -4.745 -4.665 -1.692 0.3080
H -4.520 -3.426 -0.429 0.3590
H -1.599 -3.852 -3.317 0.4017
H -3.040 -4.907 -3.395 0.3196
H -2.108 -6.799 -0.457 0.3871
H -3.344 -6.581 -1.723 0.2911
H -2.042 -5.310 1.369 0.4555
H -3.116 -3.895 1.414 0.4263
H -1.567 -1.997 -1.849 0.8065
H -2.795 -1.852 -0.608 0.0125
H -0.085 -5.596 -0.572 0.4324
H 0.170 -4.388 -1.833 0.3683
```

Computed properties:
- frontier orbital gap (eV) = 6.05
- net charge = -2
- HOMO (eV) = -2.172
- largest force on an atom (eV Å⁻¹) = 1.3
- E (Eh) = -3144.453936